(1)
Below is 2 unconnected molecules or ions with the total composition C5H11NO at a distorted geometry, with properties calculated with wB97M-V/def2-TZVPD.

CARTESIAN COORDINATES (ANGSTROEM)
C (-2.382875, -0.200040, 0.752164)
N (-1.626838, 0.998434, 0.405500)
C (-0.293241, 1.061816, 0.255840)
C (0.608832, 0.123422, 0.642997)
C (2.013362, 0.088297, 0.309050)
C (2.987651, -0.784483, 0.588898)
H (-2.050873, -0.657910, 1.678015)
H (-3.410837, 0.134518, 0.899496)
H (-2.397234, -0.912662, -0.073542)
H (-2.133824, 1.829438, 0.166704)
H (0.005577, 1.859950, -0.420177)
H (0.228764, -0.652833, 1.311068)
H (2.325104, 0.924586, -0.325132)
H (3.964407, -0.697839, 0.135628)
H (2.832580, -1.715883, 1.118416)
H (-0.413954, -0.844593, -1.810680)
H (0.278245, -0.279785, -3.066414)
O (-0.534840, -0.274425, -2.567829)

Cartesian forces (eV/Å) of the 3 atoms listed first:
C -0.3 1.1 -0.1
N -0.8 -0.2 0.5
C 1.4 -0.7 -0.9

Results
Frontier orbital gap ... 0.3040 Eh
ΔE to the lowest compared entry with this formula, charge and spin ... 2.130 eV
LUMO level ... 0.9 eV
Highest occupied orbital energy ... -7.39 eV
Maximum force ... 1.8 eV Å⁻¹
Net charge ... 0

(2)
Below is a single C7H17NO molecule at a distorted geometry, with properties calculated with wB97M-V/def2-TZVPD.

CARTESIAN COORDINATES (ANGSTROEM)
C (-0.732802, 1.695061, -0.567651)
C (0.527198, 0.537093, 0.002332)
C (-0.152331, -0.734503, 0.351777)
C (0.961777, -1.599950, 1.461179)
C (-1.899592, 1.216443, -1.401100)
C (1.740893, 0.461631, -0.913499)
C (-0.563834, -1.668672, -0.782544)
N (1.274428, -0.860783, 2.651554)
O (-1.218692, 2.335845, 0.605936)
H (-1.782243, 1.707557, 1.085014)
H (-0.164788, 2.453225, -1.112295)
H (0.819180, 1.063661, 0.916197)
H (-1.008308, -0.544405, 1.008039)
H (0.446915, -0.420985, 3.046012)
H (1.948509, -0.121971, 2.464911)
H (1.870483, -1.887110, 0.929618)
H (0.428166, -2.514696, 1.729548)
H (-2.552183, 2.053799, -1.686596)
H (-2.543395, 0.533017, -0.833877)
H (-1.565953, 0.713998, -2.311628)
H (1.658317, 1.148527, -1.760570)
H (1.923814, -0.541320, -1.304145)
H (2.642986, 0.745945, -0.359590)
H (-1.618089, -1.531229, -1.038968)
H (0.028136, -1.520093, -1.688343)
H (-0.468592, -2.720085, -0.491312)

Cartesian forces (eV/Å) of the 3 atoms listed first:
C 2.1 -1.1 1.3
C -2.5 2.6 -1.3
C 2.2 -2.4 2.1

Results
Frontier orbital gap ... 0.3448 Eh
ΔE to the lowest compared entry with this formula, charge and spin ... 2.098 eV
LUMO level ... 0.9 eV
Highest occupied orbital energy ... -8.47 eV
Maximum force ... 3.9 eV Å⁻¹
Net charge ... 0

(3)
Below is a single C4H9N3 molecule at a distorted geometry, with properties calculated with wB97M-V/def2-TZVPD.

CARTESIAN COORDINATES (ANGSTROEM)
C (1.227854, -2.107321, -0.180259)
C (0.663482, 0.201171, 0.003240)
N (1.975381, 0.604825, -0.050403)
N (-2.822033, 1.355724, 0.129601)
C (-0.420245, 1.184336, -0.135568)
C (-1.676892, 0.660430, -0.162816)
N (0.266520, -1.041994, 0.057176)
H (2.164804, 1.558680, 0.227219)
H (2.658376, -0.057698, 0.289841)
H (-2.699256, 2.155964, 0.740480)
H (-3.625426, 0.777871, 0.358125)
H (-0.228211, 2.225209, 0.084950)
H (-1.901847, -0.292662, -0.640077)
H (1.808056, -1.955236, -1.097690)
H (1.917406, -2.214356, 0.664337)
H (0.692032, -3.054944, -0.288158)

Cartesian forces (eV/Å) of the 3 atoms listed first:
C -0.1 0.3 0.3
C -1.2 -1.8 -0.8
N 0.3 0.3 0.1

Results
Frontier orbital gap ... 0.3199 Eh
ΔE to the lowest compared entry with this formula, charge and spin ... 1.214 eV
LUMO level ... 1.1 eV
Highest occupied orbital energy ... -7.60 eV
Maximum force ... 2.3 eV Å⁻¹
Net charge ... 0

(4)
Below is 6 unconnected molecules or ions with the total composition CH14O5S at a distorted geometry, with properties calculated with wB97M-V/def2-TZVPD.

CARTESIAN COORDINATES (ANGSTROEM)
C (-2.373748, 0.911492, 2.464611)
S (-0.696884, 1.403126, 2.909526)
H (-2.945102, 0.715815, 3.365787)
H (-2.835302, 1.577744, 1.744511)
H (-2.165769, -0.036712, 1.969813)
H (-0.682087, 2.630361, 3.454020)
H (1.048703, -0.451973, -0.597455)
H (1.036258, 0.924797, 0.073565)
O (1.182853, 0.485060, -0.773912)
H (1.923451, 1.129003, 3.045915)
H (3.160319, 0.994046, 3.998667)
O (2.517418, 1.602061, 3.634545)
H (-1.089887, 3.309465, -0.677380)
H (-0.671392, 1.951241, -1.004219)
O (-1.214225, 2.411825, -0.343617)
H (1.393940, -4.348585, -5.586807)
H (1.205831, -3.250693, -4.491171)
O (0.805770, -4.026876, -4.897883)
H (0.277405, -3.236894, -2.287837)
H (-0.272837, -2.346622, -3.348771)
O (0.395294, -2.347685, -2.651909)

Cartesian forces (eV/Å) of the 3 atoms listed first:
C 0.4 0.1 0.1
S 1.0 -0.4 0.0
H -0.3 0.1 -0.1

Results
Frontier orbital gap ... 0.3483 Eh
ΔE to the lowest compared entry with this formula, charge and spin ... 0.860 eV
LUMO level ... 0.6 eV
Highest occupied orbital energy ... -8.92 eV
Maximum force ... 1.1 eV Å⁻¹
Net charge ... 0

(5)
Below is a molecular structure, C2H6N2S2 at a distorted geometry, with properties calculated with wB97M-V/def2-TZVPD.

CARTESIAN COORDINATES (ANGSTROEM)
C (-0.897629, 0.796892, 1.439834)
C (-0.299999, -0.094578, 0.396569)
H (-1.605338, 1.579273, 0.986624)
H (-0.120034, 1.405459, 1.829584)
H (-1.210085, 0.243407, 2.370471)
H (0.479349, 1.870158, -0.721859)
H (1.640846, -0.135749, -2.463649)
H (1.190339, -2.923188, 0.036804)
N (-0.083566, 0.644093, -0.827040)
N (-0.265216, -1.500344, 0.307951)
S (0.407958, 0.237641, -2.420630)
S (0.763374, -2.123063, -0.934657)

Cartesian forces (eV/Å) of the 3 atoms listed first:
C -0.9 -0.3 0.5
C -0.3 -4.8 -3.8
H 0.5 -1.7 0.8

Results
Frontier orbital gap ... 0.3079 Eh
ΔE to the lowest compared entry with this formula, charge and spin ... 4.063 eV
LUMO level ... 0.1 eV
Highest occupied orbital energy ... -8.23 eV
Maximum force ... 6.7 eV Å⁻¹
Net charge ... 0

(6)
Below is 2 unconnected molecules or ions with the total composition C4H12, with properties calculated with wB97M-V/def2-TZVPD.

CARTESIAN COORDINATES (ANGSTROEM)
C (0.836380, 0.991587, -1.308887)
C (1.241640, 2.221809, -2.100182)
H (1.677038, 0.349001, -1.042422)
H (0.370033, 1.250027, -0.354975)
H (0.133097, 0.370628, -1.848442)
H (2.091715, 2.740164, -1.664396)
H (1.558220, 1.929320, -3.102497)
H (0.403022, 2.909481, -2.189328)
C (-0.865396, -0.971290, 2.069176)
C (-1.219120, -2.254362, 1.328428)
H (0.158741, -1.030793, 2.446894)
H (-0.865409, -0.065730, 1.459706)
H (-1.554825, -0.802193, 2.887692)
H (-2.281037, -2.304130, 1.080469)
H (-1.045697, -3.114587, 1.976480)
H (-0.629773, -2.376313, 0.433676)

Cartesian forces (eV/Å) of the 3 atoms listed first:
C 0.1 -0.1 0.6
C 0.1 -0.3 -0.3
H 0.1 0.1 -0.2

Results
Frontier orbital gap ... 0.4726 Eh
ΔE to the lowest compared entry with this formula, charge and spin ... 0.061 eV
LUMO level ... 1.1 eV
Highest occupied orbital energy ... -11.71 eV
Maximum force ... 0.7 eV Å⁻¹
Net charge ... 0